Entry from the OMol25 dataset: a 10-piece molecular cluster, C39H73O33P3 overall (ωB97M-V/def2-TZVPD).

Multiplicity   1
Max |F|   0.0690 hartree/bohr
Structure (SMILES)   CCOP(=O)(OCC)OCC.CCOP(=O)(OCC)OCC.CCOP(=O)(OCC)OCC.O=C1OCCO1.O=C1OCCO1.O=C1OCCO1.O=C1OCCO1.O=C1OCCO1.O=C1OCCO1.O=C1OCCO1
E_tot   -5037.1198 a.u.
E_HOMO   -9.98 eV

Atoms and positions in Å:
C (-3.51723, 0.06214, -2.32199)
C (-2.78788, -0.21212, -3.64230)
O (-1.59831, -0.95830, -3.40350)
P (-1.58174, -2.49958, -3.91267)
O (-1.27160, -2.68633, -5.32960)
O (-3.00729, -3.05009, -3.44484)
C (-3.57496, -4.34140, -3.74223)
C (-3.00084, -5.10063, -4.90959)
O (-0.52190, -3.15115, -2.90569)
C (-0.71714, -2.99715, -1.46708)
C (0.66563, -2.68542, -0.91473)
H (-3.69404, -0.84873, -1.74392)
H (-2.88160, 0.63051, -1.64238)
H (-4.52401, 0.44715, -2.47824)
H (-3.48156, -0.56810, -4.40930)
H (-2.47942, 0.72137, -4.12502)
H (-3.42088, -4.94678, -2.84763)
H (-4.63688, -4.18106, -3.91057)
H (-3.60351, -5.96296, -5.19974)
H (-2.94982, -4.44131, -5.77703)
H (-2.01501, -5.53012, -4.72391)
H (-1.38688, -2.17908, -1.21032)
H (-1.07203, -3.95983, -1.10940)
H (1.05065, -1.67633, -1.06845)
H (0.61872, -2.63751, 0.18473)
H (1.45619, -3.41886, -1.06348)
C (2.44568, -3.09119, 4.14777)
C (1.31181, -3.51980, 3.20674)
O (0.92894, -4.87869, 3.30181)
P (-0.04577, -5.34157, 4.50959)
O (0.33003, -4.79266, 5.81253)
O (-1.47631, -4.89998, 3.93563)
C (-1.88945, -5.31003, 2.63276)
C (-2.59846, -4.12456, 1.97215)
O (-0.08286, -6.94637, 4.28009)
C (1.18720, -7.60439, 4.38203)
C (0.96626, -8.97287, 3.72192)
H (2.39576, -3.22430, 5.22571)
H (3.44300, -3.38562, 3.81216)
H (2.49508, -1.99926, 4.02622)
H (0.47267, -2.82054, 3.24588)
H (1.73365, -3.40772, 2.20642)
H (-1.03973, -5.60870, 2.01841)
H (-2.57130, -6.14618, 2.80228)
H (-3.54497, -3.95787, 2.48590)
H (-1.85285, -3.32910, 1.97128)
H (-2.96640, -4.25593, 0.95115)
H (1.95173, -7.08475, 3.80077)
H (1.60407, -7.71933, 5.38441)
H (0.32196, -9.69343, 4.21375)
H (0.48684, -8.72287, 2.76813)
H (1.90334, -9.36198, 3.31653)
C (3.24400, 2.60266, -0.43523)
C (4.39209, 2.96306, -1.38484)
O (3.94636, 3.44078, -2.61532)
P (4.79387, 4.50727, -3.51164)
O (5.95348, 3.97059, -4.24652)
O (3.65165, 5.10389, -4.44650)
C (2.49882, 5.70934, -3.77561)
C (1.41701, 6.01318, -4.78317)
O (5.13787, 5.68143, -2.51897)
C (6.13608, 6.65771, -2.72672)
C (5.94433, 7.41120, -4.05445)
H (2.78995, 3.55757, -0.16404)
H (2.55051, 1.97117, -0.99818)
H (3.46279, 2.07701, 0.49054)
H (4.96707, 3.69783, -0.80926)
H (5.04425, 2.08546, -1.45082)
H (2.10290, 5.10273, -2.96084)
H (2.93424, 6.63031, -3.38315)
H (0.60457, 6.54141, -4.28803)
H (1.91649, 6.59839, -5.55619)
H (1.01632, 5.09226, -5.20090)
H (6.07285, 7.36179, -1.89208)
H (7.13423, 6.22196, -2.62701)
H (6.48951, 8.35364, -3.98577)
H (6.39277, 6.84245, -4.87091)
H (4.91327, 7.59077, -4.34712)
C (0.38200, 5.16967, 0.38134)
C (0.86753, 6.16766, 1.46439)
O (0.80831, 5.36693, 2.62447)
C (-0.04149, 4.35813, 2.46048)
O (-0.34537, 3.57445, 3.30438)
O (-0.34292, 4.23647, 1.13045)
H (1.10470, 4.71455, -0.29586)
H (-0.25886, 5.76892, -0.27452)
H (0.29606, 7.09379, 1.48405)
H (1.88261, 6.45235, 1.18185)
C (-0.57461, 0.75809, -0.19826)
C (0.50576, 0.89280, 0.88161)
O (0.11802, -0.00777, 1.92178)
C (-0.88751, -0.75515, 1.51261)
O (-1.35921, -1.71222, 2.07327)
O (-1.32736, -0.35419, 0.32180)
H (-0.22783, 0.48746, -1.19180)
H (-1.21316, 1.63044, -0.32302)
H (0.57259, 1.88035, 1.33293)
H (1.48488, 0.68138, 0.45125)
C (-5.09424, -1.34414, 1.75466)
C (-5.66403, -0.61359, 0.52230)
O (-5.60149, -1.63553, -0.48832)
C (-5.76201, -2.85361, 0.13796)
O (-6.10255, -3.83397, -0.43437)
O (-5.47129, -2.66248, 1.41660)
H (-5.57899, -0.97732, 2.65610)
H (-4.01093, -1.26052, 1.84875)
H (-5.04132, 0.24034, 0.26749)
H (-6.68928, -0.29790, 0.70836)
C (-3.64488, 2.22610, 1.70296)
C (-4.18921, 3.43114, 2.49130)
O (-5.57504, 3.30472, 2.27004)
C (-5.90528, 2.19400, 1.62631)
O (-7.02584, 1.86221, 1.39572)
O (-4.79224, 1.45145, 1.41997)
H (-3.12149, 1.72392, 2.52666)
H (-2.88303, 2.36242, 0.94014)
H (-3.76242, 4.32668, 2.03627)
H (-4.02475, 3.35568, 3.56351)
C (4.29896, -0.61455, 1.40324)
C (5.68030, -0.77447, 0.76810)
O (5.36505, -1.05249, -0.58668)
C (4.03652, -1.08428, -0.81717)
O (3.50249, -1.08682, -1.87884)
O (3.38501, -0.73897, 0.32335)
H (4.14926, 0.43163, 1.68066)
H (4.15200, -1.26075, 2.26675)
H (6.18622, -1.65966, 1.14867)
H (6.21824, 0.15805, 0.92286)
C (-1.56337, -1.21004, 5.15345)
C (-1.32411, 0.31288, 5.16869)
O (-2.58152, 0.84961, 4.93244)
C (-3.48417, -0.10059, 4.65216)
O (-4.64620, 0.13863, 4.47371)
O (-2.85718, -1.26848, 4.57627)
H (-1.63100, -1.56433, 6.18323)
H (-0.79296, -1.65610, 4.53376)
H (-0.63200, 0.52914, 4.34978)
H (-0.79249, 0.53469, 6.09526)
C (2.02085, 2.00316, -4.70970)
C (1.49107, 0.66944, -4.20030)
O (0.71506, 1.02744, -3.05975)
C (0.62986, 2.36837, -2.99165)
O (-0.00739, 2.91419, -2.15401)
O (1.11423, 2.90761, -4.13084)
H (2.22640, 2.05451, -5.78144)
H (3.02781, 2.29897, -4.40087)
H (2.26150, -0.09157, -4.06922)
H (0.86382, 0.14653, -4.92791)

=====

Entry from the OMol25 dataset: a 3-piece molecular cluster, C39H75BNO12P3S2 overall (ωB97M-V/def2-TZVPD).

Multiplicity   1
Max |F|   0.1705 hartree/bohr
Structure (SMILES)   CCCCCCCCCCCCCCCc1c(S)c2c(c(B(C)O)c1[PH2]=S)C(=O)N(CCCO)C2=O.CCOP(=O)(OCC)OCC.CCOP(=O)(OCC)OCC
E_tot   -4333.8302 a.u.
E_HOMO   -8.57 eV

Atoms and positions in Å:
C (-6.20450, 2.00917, 1.75973)
C (-4.73322, 2.40571, 1.34233)
C (-4.51602, 2.48319, -0.22835)
C (-3.82662, 1.18110, -0.81845)
C (-2.50438, 1.53176, -1.63528)
C (-1.19462, 1.44742, -0.74896)
C (-0.37800, 2.82082, -0.69141)
C (-0.05142, 3.18609, 0.81121)
C (0.09004, 4.75458, 1.07698)
C (-0.51947, 5.18438, 2.49123)
C (0.49148, 5.99557, 3.38322)
C (1.52823, 5.12076, 4.19017)
C (0.97786, 3.73124, 4.69765)
C (1.89502, 3.00693, 5.75597)
C (3.44956, 3.05456, 5.45181)
C (4.13784, 1.65047, 5.33126)
C (5.09729, 1.15691, 6.35597)
S (5.51118, 2.12673, 7.85174)
C (5.71625, -0.13546, 6.13839)
C (5.44516, -0.97354, 4.94725)
C (4.49213, -0.54430, 3.94158)
B (4.17686, -1.49100, 2.67406)
C (4.56323, -1.17179, 1.15049)
O (3.45981, -2.70731, 2.91487)
C (3.85691, 0.78209, 4.16448)
P (2.67230, 1.33927, 2.84312)
S (0.98435, 0.39526, 3.15437)
C (6.33309, -2.25307, 5.04878)
O (6.67231, -2.93996, 4.12943)
N (6.63743, -2.31234, 6.45906)
C (5.49304, -3.06111, 7.05580)
C (5.24312, -4.47473, 6.42679)
C (4.30334, -5.38735, 7.33605)
O (3.82770, -6.48441, 6.52838)
C (6.77510, -0.94508, 6.95899)
O (7.55606, -0.56954, 7.77056)
H (-6.88280, 2.90018, 1.85391)
H (-6.15837, 1.55242, 2.78823)
H (-6.70020, 1.32368, 1.01708)
H (-3.97229, 1.67290, 1.72994)
H (-4.53530, 3.41138, 1.81629)
H (-3.82755, 3.35260, -0.41119)
H (-5.49750, 2.69611, -0.74080)
H (-3.63328, 0.41292, -0.01465)
H (-4.58935, 0.70013, -1.49885)
H (-2.45001, 0.78038, -2.47401)
H (-2.65747, 2.54403, -2.09164)
H (-0.56648, 0.61831, -1.18480)
H (-1.49682, 1.08697, 0.27085)
H (0.61129, 2.57884, -1.18098)
H (-0.86140, 3.63771, -1.28122)
H (0.96697, 2.75759, 1.02617)
H (-0.84934, 2.76016, 1.47187)
H (-0.48154, 5.24703, 0.23725)
H (1.15702, 5.07253, 0.95223)
H (-1.00794, 4.31691, 2.99786)
H (-1.35610, 5.89950, 2.23408)
H (1.09648, 6.63269, 2.67174)
H (-0.07153, 6.73386, 4.02418)
H (2.38683, 4.89970, 3.48848)
H (1.94134, 5.72656, 5.04956)
H (-0.01208, 3.93417, 5.20611)
H (0.73044, 3.11345, 3.79717)
H (1.66703, 3.43933, 6.77041)
H (1.59209, 1.92113, 5.83190)
H (3.95072, 3.55411, 6.32837)
H (3.73296, 3.63400, 4.53969)
H (4.67713, 1.69456, 8.86559)
H (4.77686, -0.07749, 0.97979)
H (3.64047, -1.38260, 0.52829)
H (5.36656, -1.83443, 0.73974)
H (4.17007, -3.38522, 2.90480)
H (2.55755, 2.75619, 2.80506)
H (3.10684, 0.94429, 1.53423)
H (4.51904, -2.48154, 7.03459)
H (5.73073, -3.22203, 8.14536)
H (6.22030, -5.02632, 6.36079)
H (4.73813, -4.44590, 5.42087)
H (4.88873, -5.84116, 8.16990)
H (3.40862, -4.80279, 7.68024)
H (3.41211, -6.14175, 5.71975)
O (-7.05485, -0.72523, -3.51112)
P (-7.69374, -1.35260, -4.72831)
O (-7.10043, -0.33182, -5.88147)
C (-5.71213, -0.36680, -6.17704)
C (-5.31551, -1.65292, -6.87829)
O (-9.19148, -0.68392, -4.57084)
C (-9.63125, -0.14498, -3.32736)
C (-9.32388, 1.33865, -3.24276)
O (-8.37956, -2.30342, -5.95843)
C (-8.19700, -3.71864, -5.85697)
C (-8.61689, -4.26777, -4.50679)
H (-5.12878, -0.23060, -5.26076)
H (-5.50482, 0.48283, -6.82962)
H (-5.35927, -2.49975, -6.18537)
H (-4.29457, -1.58809, -7.26003)
H (-5.99110, -1.86986, -7.70803)
H (-9.19764, -0.69333, -2.49028)
H (-10.71234, -0.29213, -3.27557)
H (-8.27931, 1.55684, -3.46709)
H (-9.55301, 1.72280, -2.24575)
H (-9.92234, 1.89046, -3.97166)
H (-7.15152, -3.96710, -6.06238)
H (-8.80167, -4.17713, -6.64212)
H (-7.96351, -3.89516, -3.70881)
H (-8.56073, -5.35762, -4.50127)
H (-9.63528, -3.96151, -4.26205)
O (2.06307, -2.30995, -4.11179)
P (3.30151, -1.92623, -4.88849)
O (4.33116, -1.68147, -3.62169)
C (4.74997, -2.80017, -2.85443)
C (5.67375, -3.71171, -3.64101)
O (2.90335, -0.35714, -5.19452)
C (1.55523, 0.09386, -5.09891)
C (1.26655, 0.63667, -3.71228)
O (4.59876, -1.67798, -5.95732)
C (4.73798, -2.61318, -7.03096)
C (3.45869, -2.78432, -7.82779)
H (3.87874, -3.35405, -2.49022)
H (5.27929, -2.40814, -1.98425)
H (5.11887, -4.24362, -4.42089)
H (6.12953, -4.45928, -2.98859)
H (6.46411, -3.13909, -4.13016)
H (0.85849, -0.69917, -5.37290)
H (1.42827, 0.89317, -5.83241)
H (1.54853, -0.06412, -2.92535)
H (0.20456, 0.87158, -3.60393)
H (1.84184, 1.54936, -3.53714)
H (5.07319, -3.57618, -6.63454)
H (5.52774, -2.23645, -7.68405)
H (2.67416, -3.24991, -7.21927)
H (3.62972, -3.42312, -8.69591)
H (3.07816, -1.81861, -8.16455)

=====

Entry from the OMol25 dataset: a 4-piece molecular cluster, C39H75ClIN8O4P overall (ωB97M-V/def2-TZVPD).

Multiplicity   4
Max |F|   0.0301 hartree/bohr
Total charge   +1
E_tot   -3368.8981 a.u.
E_HOMO (spin up / spin down)   -9.32 / -10.36 eV

Atoms and positions in Å:
N (-2.61025, -1.07573, 4.69596)
C (-2.03802, -0.92831, 3.58539)
N (-2.79019, -1.11084, 2.40794)
N (-0.66903, -0.68694, 3.39384)
C (0.16279, -1.61390, 4.19322)
C (1.49286, -2.01366, 3.52929)
C (1.76479, -3.49943, 3.85382)
C (1.69060, -4.48619, 2.64517)
C (0.37023, -5.20027, 2.65489)
C (0.22151, -6.26978, 3.54350)
N (-0.92893, -6.90086, 3.66941)
N (-2.02860, -6.59638, 3.01113)
C (-1.96093, -5.59739, 2.16233)
P (-3.66801, -5.39572, 1.37165)
O (-3.94473, -3.80734, 1.45406)
I (-2.90930, -5.88304, -0.92376)
C (-0.77388, -4.84641, 1.90675)
C (-0.75179, -3.70768, 0.93215)
C (0.27994, -3.83519, -0.22982)
C (-0.21669, -3.33861, -1.58278)
Cl (-1.11598, -1.81480, -1.44422)
H (-1.94732, -0.96150, 5.45693)
H (-3.69945, -0.67734, 2.52572)
H (-2.35211, -0.67061, 1.60862)
H (-0.44881, -0.72988, 2.40800)
H (-0.42206, -2.51411, 4.39114)
H (0.35913, -1.12957, 5.14751)
H (2.30451, -1.42164, 3.93944)
H (1.41945, -1.83284, 2.45766)
H (2.74679, -3.61193, 4.30356)
H (1.02327, -3.83949, 4.57331)
H (1.89459, -3.98872, 1.71089)
H (2.48424, -5.22224, 2.77422)
H (1.03651, -6.59553, 4.17458)
H (-1.01520, -7.67596, 4.31487)
H (-3.25589, -3.20928, 1.78614)
H (-1.72644, -3.56503, 0.48017)
H (-0.53028, -2.81025, 1.51041)
H (1.14918, -3.22856, 0.01436)
H (0.62517, -4.86530, -0.30688)
H (-0.82171, -4.07457, -2.09874)
H (0.64891, -3.11217, -2.19834)
C (1.74143, 3.40214, -5.30713)
C (2.70159, 3.09109, -4.14450)
C (3.43688, 1.77600, -4.40653)
C (2.53519, 0.54878, -4.27590)
C (1.84033, 0.53488, -2.91432)
C (1.10597, 1.83139, -2.57624)
N (1.97266, 3.01764, -2.83814)
O (2.76342, 3.23643, -1.84481)
C (-0.20888, 1.91616, -3.37208)
C (0.70559, 1.81683, -1.10760)
C (3.68988, 4.24659, -4.10085)
H (2.32031, 3.72688, -6.17111)
H (1.15028, 2.55047, -5.63528)
H (1.06217, 4.21245, -5.04048)
H (4.26571, 1.68422, -3.69746)
H (3.88058, 1.81668, -5.40308)
H (1.79658, 0.52538, -5.08137)
H (3.13363, -0.35784, -4.38723)
H (1.12869, -0.29393, -2.86461)
H (2.59713, 0.34111, -2.14557)
H (-0.66755, 2.89779, -3.25098)
H (-0.90931, 1.16895, -2.99679)
H (-0.09208, 1.72140, -4.43422)
H (1.55429, 1.64903, -0.44694)
H (-0.00549, 1.00555, -0.94191)
H (0.23111, 2.75302, -0.81226)
H (3.18464, 5.18603, -3.87949)
H (4.16452, 4.34916, -5.07550)
H (4.47450, 4.09660, -3.36224)
C (0.80825, 8.38610, -7.65209)
C (2.00375, 8.42528, -6.68405)
C (2.78304, 9.72811, -6.86004)
C (3.56477, 9.78426, -8.17069)
C (4.48433, 8.57122, -8.30514)
C (3.77171, 7.22983, -8.11550)
N (2.91268, 7.25377, -6.88919)
O (3.60648, 7.01422, -5.83040)
C (2.94163, 6.88335, -9.36337)
C (4.80643, 6.12060, -7.96876)
C (1.41831, 8.35296, -5.27920)
H (0.03778, 9.07072, -7.29900)
H (1.05042, 8.69578, -8.66457)
H (0.37463, 7.38605, -7.69225)
H (3.48245, 9.84082, -6.02577)
H (2.08400, 10.56475, -6.79801)
H (2.88450, 9.84582, -9.02406)
H (4.16465, 10.69529, -8.19600)
H (4.96631, 8.57139, -9.28492)
H (5.28433, 8.65501, -7.56302)
H (2.31644, 6.00868, -9.17882)
H (3.61236, 6.64746, -10.18906)
H (2.30493, 7.69343, -9.70704)
H (5.51583, 6.32533, -7.17048)
H (5.36374, 6.03451, -8.90120)
H (4.32733, 5.16130, -7.76517)
H (0.89519, 7.40811, -5.12261)
H (0.70382, 9.16579, -5.15285)
H (2.18118, 8.45330, -4.51101)
C (-4.50293, -7.22729, 8.72826)
C (-3.63681, -5.96802, 8.90718)
C (-4.44965, -4.86252, 9.58134)
C (-5.52043, -4.26563, 8.66883)
C (-4.90485, -3.77012, 7.36061)
C (-4.05300, -4.82114, 6.64497)
N (-3.10290, -5.47986, 7.59614)
O (-2.03472, -4.77548, 7.75471)
C (-4.95468, -5.86223, 5.95893)
C (-3.24974, -4.14858, 5.54279)
C (-2.46849, -6.37552, 9.79574)
H (-4.63814, -7.70965, 9.69532)
H (-5.49965, -7.02654, 8.34635)
H (-4.01652, -7.94241, 8.06356)
H (-3.77190, -4.06502, 9.90133)
H (-4.90556, -5.26779, 10.48670)
H (-6.30856, -4.99623, 8.46956)
H (-6.00435, -3.43025, 9.17659)
H (-5.68673, -3.43285, 6.67751)
H (-4.28213, -2.89637, 7.57551)
H (-4.36037, -6.69295, 5.57402)
H (-5.46685, -5.39624, 5.11707)
H (-5.72953, -6.26698, 6.60276)
H (-2.66175, -3.32071, 5.91664)
H (-3.92279, -3.75130, 4.78425)
H (-2.57431, -4.86795, 5.06594)
H (-1.85344, -7.13420, 9.30968)
H (-2.86017, -6.79395, 10.72193)
H (-1.83293, -5.53131, 10.05117)

=====

- Which value of multiplicity does entry 1 give?
  1

=====

- Which value of E_tot does entry 2 give?
  -4333.8302 a.u.

=====

- Which formula does entry 3 have?
  C39H75ClIN8O4P